Entry 1:
{"formula": "C4H6O2", "method": "ωB97M-V with the def2-TZVPD basis set", "total_charge": 0, "spin_multiplicity": 1, "relative_energy_kj_mol": 174.9, "lumo_ev": 0.331, "smiles": "CC(C=O)C=O", "largest_force_ha_per_bohr": 0.0502, "species": ["C", "C", "C", "O", "C", "O", "H", "H", "H", "H", "H", "H"], "xyz": [[0.717, 1.031, 0.133], [0.184, -0.260, -0.480], [0.323, -1.204, 0.686], [1.071, -2.143, 0.723], [-1.283, -0.009, -0.738], [-1.834, 0.964, -0.270], [1.794, 1.144, -0.091], [-0.179, 1.720, -0.096], [0.633, 1.035, 1.223], [0.715, -0.677, -1.347], [-0.273, -0.855, 1.559], [-1.868, -0.746, -1.303]], "forces_ev_per_a": [[-0.648, 0.734, -0.074], [-0.100, -0.208, 0.346], [0.010, -0.574, -0.014], [-0.222, 0.141, 0.126], [-0.528, 0.239, 0.267], [-0.348, -0.745, -0.451], [-0.878, 0.713, -0.285], [2.564, 0.276, -0.114], [0.165, -0.378, 0.086], [-0.159, 0.284, 0.217], [0.086, -0.343, 0.039], [0.058, -0.138, -0.144]], "mulliken_charge": [-1.23, 0.42, -0.20, -0.48, -0.11, -0.48, 0.34, 0.35, 0.32, 0.33, 0.35, 0.39]}

Entry 2:
{"formula": "C4H6O2", "method": "ωB97M-V with the def2-TZVPD basis set", "total_charge": 0, "spin_multiplicity": 1, "relative_energy_kj_mol": 191.1, "lumo_ev": 0.982, "smiles": "O=CC[C@@H]1CO1", "largest_force_ha_per_bohr": 0.0106, "species": ["C", "C", "O", "C", "C", "O", "H", "H", "H", "H", "H", "H"], "xyz": [[-0.913, -0.834, -1.453], [-0.065, -0.610, -0.284], [-1.385, -1.117, -0.145], [0.176, 0.767, 0.287], [0.995, 0.723, 1.560], [1.647, -0.231, 1.909], [0.720, -1.331, -0.063], [-1.380, 0.012, -1.957], [-0.736, -1.707, -2.081], [0.728, 1.408, -0.417], [-0.780, 1.268, 0.479], [0.993, 1.653, 2.166]], "forces_ev_per_a": [[0.057, 0.041, -0.303], [0.255, 0.053, -0.014], [-0.163, -0.085, 0.142], [-0.025, -0.069, -0.002], [0.212, -0.260, 0.089], [-0.299, 0.444, -0.103], [-0.134, 0.076, -0.056], [0.033, -0.100, 0.144], [-0.028, 0.141, 0.098], [-0.042, -0.099, 0.088], [0.132, -0.060, -0.021], [0.002, -0.082, -0.061]], "mulliken_charge": [-0.40, 0.13, -0.43, -0.65, 0.02, -0.47, 0.38, 0.24, 0.25, 0.25, 0.33, 0.34]}

Entry 3:
{"formula": "C4H6O2", "method": "ωB97M-V with the def2-TZVPD basis set", "total_charge": 0, "spin_multiplicity": 1, "relative_energy_kj_mol": 166.1, "lumo_ev": 0.927, "smiles": "C=C=O.CC=O", "largest_force_ha_per_bohr": 0.0228, "species": ["C", "C", "C", "C", "O", "O", "H", "H", "H", "H", "H", "H"], "xyz": [[-0.231, 1.774, 0.032], [-1.098, 0.686, -0.533], [1.026, -1.677, 0.801], [0.610, -2.007, -0.400], [0.271, -2.295, -1.480], [-1.631, -0.171, 0.135], [-0.095, 1.637, 1.108], [-0.705, 2.746, -0.155], [0.740, 1.766, -0.476], [-1.236, 0.697, -1.635], [2.015, -1.968, 1.131], [0.334, -1.187, 1.471]], "forces_ev_per_a": [[-0.013, -0.045, 0.081], [-0.161, -0.174, 0.231], [-0.048, -0.072, -0.039], [-0.111, -0.285, -0.823], [0.321, 0.311, 1.086], [0.172, 0.347, -0.259], [-0.024, 0.003, -0.175], [0.102, -0.113, -0.046], [-0.144, 0.050, 0.051], [0.008, -0.003, 0.117], [-0.107, 0.011, -0.137], [0.005, -0.030, -0.087]], "mulliken_charge": [-0.88, 0.12, -0.95, 0.77, -0.38, -0.49, 0.27, 0.34, 0.28, 0.35, 0.26, 0.31]}

Entry 4:
{"formula": "C4H6O2", "method": "ωB97M-V with the def2-TZVPD basis set", "total_charge": 0, "spin_multiplicity": 1, "relative_energy_kj_mol": 334.0, "lumo_ev": 0.782, "smiles": "O=CC1(O)CC1", "largest_force_ha_per_bohr": 0.0357, "species": ["O", "C", "C", "C", "C", "O", "H", "H", "H", "H", "H", "H"], "xyz": [[-1.186, -1.056, -0.659], [-0.477, 0.078, -0.236], [0.613, 0.445, -1.191], [0.950, -0.230, 0.132], [-0.959, 0.535, 1.105], [-1.394, 1.579, 1.502], [-0.698, -1.857, -0.419], [1.005, 1.457, -1.245], [0.536, -0.037, -2.163], [1.393, 0.506, 0.798], [0.866, -1.192, 0.667], [-0.661, -0.349, 1.790]], "forces_ev_per_a": [[-0.018, -0.218, 0.233], [0.005, 0.078, 0.179], [-0.135, 0.105, -0.095], [0.228, -0.124, 0.411], [-0.284, 0.197, 0.524], [0.288, -0.357, -0.202], [-0.102, 0.039, -0.088], [-0.100, -0.196, 0.118], [0.073, -0.135, 0.343], [-0.036, -0.087, 0.084], [1.182, -0.254, -1.381], [-1.102, 0.952, -0.125]], "mulliken_charge": [-0.49, 0.52, -0.45, -0.86, 0.12, -0.46, 0.31, 0.25, 0.23, 0.21, 0.46, 0.17]}

Entry 5:
{"formula": "C4H6O2", "method": "ωB97M-V with the def2-TZVPD basis set", "total_charge": 0, "spin_multiplicity": 1, "relative_energy_kj_mol": 570.1, "lumo_ev": 0.389, "largest_force_ha_per_bohr": 0.0124, "species": ["C", "C", "O", "C", "C", "O", "H", "H", "H", "H", "H", "H"], "xyz": [[0.148, -1.437, -1.485], [-0.546, -0.075, -0.364], [-0.705, -1.268, 0.080], [-0.641, 0.997, 0.736], [0.719, 1.276, 1.328], [1.340, 2.296, 1.158], [1.149, -1.020, -1.578], [-0.467, -1.197, -2.345], [0.207, -2.519, -1.313], [-1.051, 1.925, 0.328], [-1.290, 0.577, 1.520], [1.137, 0.445, 1.935]], "forces_ev_per_a": [[0.272, -0.394, -0.419], [-0.257, -0.014, 0.527], [-0.036, 0.346, -0.271], [0.010, 0.104, -0.080], [0.172, 0.211, -0.041], [-0.240, -0.438, 0.067], [-0.207, 0.048, 0.050], [0.067, -0.037, 0.198], [0.045, 0.181, 0.081], [0.065, -0.134, 0.044], [0.095, 0.018, -0.097], [0.014, 0.108, -0.059]], "mulliken_charge": [-0.38, -0.15, -0.31, -0.34, -0.02, -0.46, 0.28, 0.27, 0.25, 0.27, 0.28, 0.32]}

Entry 6:
{"formula": "C4H6O2", "method": "ωB97M-V with the def2-TZVPD basis set", "total_charge": 0, "spin_multiplicity": 1, "relative_energy_kj_mol": 152.3, "lumo_ev": 0.902, "smiles": "C=COC(C)=O", "largest_force_ha_per_bohr": 0.0450, "species": ["C", "C", "C", "C", "O", "O", "H", "H", "H", "H", "H", "H"], "xyz": [[1.531, 1.126, 0.383], [0.845, -0.096, -0.151], [-1.362, -0.414, -0.836], [-1.608, -0.999, 0.345], [-0.263, 0.333, -1.052], [1.244, -1.218, -0.141], [-1.938, -0.593, -1.741], [0.902, 1.623, 1.118], [2.486, 0.841, 0.837], [1.731, 1.814, -0.440], [-2.323, -1.804, 0.397], [-1.246, -0.612, 1.281]], "forces_ev_per_a": [[0.289, -0.296, 0.265], [0.480, 0.419, -2.156], [-0.420, -1.499, 0.594], [-1.104, 0.476, -0.914], [1.572, 0.153, 1.688], [-0.682, 0.888, 0.320], [0.138, -0.163, 0.101], [-0.059, 0.103, -0.024], [-0.301, -0.005, -0.030], [-0.223, -0.046, 0.023], [-0.394, 0.224, 0.041], [0.704, -0.254, 0.091]], "mulliken_charge": [-0.96, 0.63, 0.12, -0.79, -0.34, -0.43, 0.36, 0.26, 0.33, 0.30, 0.26, 0.26]}

Entry 7:
{"formula": "C4H6O2", "method": "ωB97M-V with the def2-TZVPD basis set", "total_charge": 0, "spin_multiplicity": 1, "relative_energy_kj_mol": 102.1, "lumo_ev": 0.678, "smiles": "CC(C=O)C=O", "largest_force_ha_per_bohr": 0.0105, "species": ["C", "C", "C", "O", "C", "O", "H", "H", "H", "H", "H", "H"], "xyz": [[1.234, 0.436, 0.263], [0.004, -0.243, -0.326], [-0.637, -1.213, 0.659], [-1.797, -1.543, 0.629], [-1.047, 0.746, -0.805], [-0.942, 1.939, -0.658], [1.641, 1.169, -0.436], [0.980, 0.968, 1.185], [2.013, -0.300, 0.488], [0.284, -0.854, -1.200], [0.052, -1.609, 1.437], [-1.929, 0.300, -1.302]], "forces_ev_per_a": [[0.083, 0.021, 0.038], [0.043, 0.060, 0.012], [-0.387, -0.128, -0.039], [0.525, 0.116, 0.015], [-0.009, 0.339, -0.008], [-0.023, -0.501, -0.084], [-0.060, -0.111, 0.096], [0.030, -0.056, -0.131], [-0.128, 0.093, -0.018], [-0.064, 0.063, 0.103], [-0.079, 0.026, -0.074], [0.070, 0.079, 0.090]], "mulliken_charge": [-1.45, 0.53, -0.08, -0.47, -0.09, -0.47, 0.35, 0.34, 0.42, 0.24, 0.35, 0.35]}

Entry 8:
{"formula": "C4H6O2", "method": "ωB97M-V with the def2-TZVPD basis set", "total_charge": 0, "spin_multiplicity": 1, "relative_energy_kj_mol": 403.0, "lumo_ev": 0.473, "smiles": "OC=C=CCO", "largest_force_ha_per_bohr": 0.0286, "species": ["O", "C", "C", "O", "C", "C", "H", "H", "H", "H", "H", "H"], "xyz": [[0.467, -0.948, -1.637], [-0.376, -1.355, -0.597], [-0.910, -0.269, 0.287], [1.156, 0.894, 0.857], [-0.915, 1.022, -0.042], [0.170, 1.715, 0.268], [1.184, -0.426, -1.251], [0.063, -2.169, 0.003], [-1.296, -1.730, -1.051], [-1.245, -0.566, 1.285], [1.241, 1.083, 1.798], [0.461, 2.750, 0.080]], "forces_ev_per_a": [[0.069, 0.151, 0.164], [-0.634, -0.075, 0.076], [-0.627, -0.158, -0.228], [1.222, 0.540, 0.247], [1.295, -0.106, 0.690], [-0.728, 0.111, -0.407], [-0.085, 0.007, -0.016], [-0.125, 0.276, -0.010], [0.093, -0.520, -0.287], [-0.365, -0.139, -0.305], [0.106, 0.218, -0.019], [-0.222, -0.304, 0.097]], "mulliken_charge": [-0.49, -0.26, -0.05, -0.49, -0.30, -0.34, 0.32, 0.29, 0.27, 0.37, 0.28, 0.40]}

Entry 9:
{"formula": "C4H6O2", "method": "ωB97M-V with the def2-TZVPD basis set", "total_charge": 0, "spin_multiplicity": 1, "relative_energy_kj_mol": 499.5, "lumo_ev": 0.746, "largest_force_ha_per_bohr": 0.0071, "species": ["O", "C", "C", "C", "O", "C", "H", "H", "H", "H", "H", "H"], "xyz": [[-0.554, 0.942, -1.662], [-0.062, 1.352, -0.597], [-0.330, 0.052, 1.091], [-0.546, -1.159, 0.271], [0.758, -0.856, -0.593], [0.795, 0.439, 0.216], [0.373, -0.495, -1.462], [-0.269, 2.340, -0.173], [-0.192, -0.034, 2.164], [-0.452, -2.149, 0.724], [-1.324, -1.154, -0.508], [1.804, 0.723, 0.528]], "forces_ev_per_a": [[0.238, 0.035, 0.274], [-0.083, 0.021, -0.212], [0.012, -0.122, 0.278], [-0.136, -0.149, -0.132], [-0.034, 0.005, -0.121], [0.110, 0.175, -0.047], [-0.028, -0.005, 0.129], [0.023, -0.137, -0.063], [0.004, 0.007, -0.167], [0.010, 0.173, -0.060], [0.073, 0.007, 0.149], [-0.189, -0.010, -0.028]], "mulliken_charge": [-0.65, 0.14, -0.87, -0.08, -0.42, -0.08, 0.48, 0.39, 0.23, 0.26, 0.22, 0.40]}

Entry 10:
{"formula": "C4H6O2", "method": "ωB97M-V with the def2-TZVPD basis set", "total_charge": 0, "spin_multiplicity": 1, "relative_energy_kj_mol": 506.5, "lumo_ev": [0.115, 0.115], "smiles": "C=C=C(O)CO", "largest_force_ha_per_bohr": 0.0673, "species": ["O", "C", "C", "C", "C", "O", "H", "H", "H", "H", "H", "H"], "xyz": [[0.464, 1.181, 0.461], [2.129, -0.077, -0.361], [1.007, -0.699, -0.777], [-0.029, -0.190, -0.236], [-1.452, -0.449, -0.168], [-2.255, 0.600, -0.658], [0.160, 0.990, 1.375], [2.739, -0.507, 0.421], [2.563, 0.555, -1.128], [-1.610, -1.388, -0.724], [-1.757, -0.616, 0.871], [-1.943, 0.788, -1.562]], "forces_ev_per_a": [[-2.163, -2.394, 0.524], [1.080, -1.928, -2.664], [1.833, -0.351, 0.528], [-0.333, 3.066, 1.147], [-0.809, -0.465, 0.089], [-0.007, 0.148, -0.660], [0.279, 0.799, -0.400], [0.031, 0.448, 0.389], [0.522, 0.512, 0.480], [-0.111, 0.109, 0.178], [-0.084, 0.015, -0.121], [-0.238, 0.041, 0.510]], "mulliken_charge": [-0.50, -0.09, -0.37, 0.26, -0.46, -0.50, 0.30, 0.26, 0.25, 0.23, 0.29, 0.33]}